Run P
Formula: C24H33BrCrN7O
Source: OMol25
Level of theory: ωB97M-V with the def2-TZVPD basis set

```
67
Properties=species:S:1:pos:R:3:mulliken_spin:R:1
Cr -1.868 0.543 0.072 3.1211
N -2.568 -1.210 0.832 -0.0799
C -3.589 -1.085 1.924 -0.0001
C -4.808 -0.285 1.491 0.0204
C -4.550 1.206 1.326 -0.0039
N -3.742 1.472 0.098 -0.0488
H -2.923 -1.838 0.113 0.0030
H -1.748 -1.680 1.215 0.0126
H -3.091 -0.598 2.760 -0.0045
H -3.877 -2.091 2.228 -0.0015
H -5.578 -0.418 2.251 0.0003
H -5.234 -0.701 0.571 -0.0033
H -3.980 1.590 2.170 -0.0041
H -5.488 1.757 1.263 -0.0012
H -3.569 2.476 0.035 0.0071
H -4.302 1.253 -0.724 0.0061
Br 10.197 -0.149 5.038 0.0001
C 8.434 0.016 4.404 0.0009
C 8.212 0.197 3.047 -0.0005
C 6.909 0.302 2.591 0.0006
C 5.849 0.242 3.488 -0.0001
C 6.080 0.064 4.852 0.0007
C 7.376 -0.052 5.308 -0.0004
N 4.555 0.355 2.906 0.0036
N 3.617 0.467 3.716 -0.0028
C 2.327 0.587 3.119 0.0063
C 1.395 1.195 3.927 -0.0067
C 0.069 1.447 3.520 0.0042
C -0.324 1.048 2.272 -0.0097
O -1.559 1.243 1.759 -0.0060
C 0.604 0.381 1.434 0.0196
N 0.095 -0.007 0.221 -0.0360
C 0.877 -0.659 -0.629 0.0187
C 2.199 -0.970 -0.319 -0.0023
C 2.724 -0.586 0.893 0.0112
C 1.937 0.131 1.820 -0.0069
H 9.046 0.251 2.361 0.0000
H 6.704 0.442 1.538 0.0000
H 5.249 0.009 5.540 0.0000
H 7.578 -0.199 6.359 0.0000
H 1.717 1.504 4.912 -0.0001
H -0.621 1.957 4.178 -0.0001
H 0.431 -0.966 -1.567 -0.0088
H 2.795 -1.520 -1.032 0.0000
H 3.745 -0.826 1.145 0.0018
C -2.249 -2.304 -5.563 0.0020
C -2.801 -0.914 -5.296 -0.0026
N -2.079 -0.224 -4.209 0.0159
C -0.849 0.467 -4.623 0.0025
C -1.073 1.951 -4.877 0.0014
C -2.491 -0.229 -2.950 -0.0030
C -3.759 -0.956 -2.611 0.0309
N -1.843 0.390 -1.974 -0.0552
H -2.778 -2.756 -6.400 -0.0003
H -2.369 -2.956 -4.697 0.0000
H -1.190 -2.269 -5.820 0.0001
H -3.862 -0.947 -5.062 0.0004
H -2.704 -0.281 -6.178 -0.0002
H -0.506 -0.029 -5.529 0.0003
H -0.067 0.293 -3.880 -0.0020
H -1.817 2.100 -5.658 -0.0001
H -0.144 2.416 -5.204 -0.0003
H -1.416 2.472 -3.982 0.0001
H -4.606 -0.526 -3.146 0.0011
H -3.963 -0.871 -1.548 -0.0130
H -3.702 -2.010 -2.882 0.0022
H -1.034 0.886 -2.337 0.0090
```

expectation value of S²: 3.780
2S+1: 4
E_LUMO (spin up / spin down): -6.91 / -6.24 eV
charge: +2

Run Q
Formula: C24H33BrCrN7O
Source: OMol25
Level of theory: ωB97M-V with the def2-TZVPD basis set

```
67
Properties=species:S:1:pos:R:3:mulliken_spin:R:1
Cr 0.135 0.146 0.211 3.1378
N 0.525 0.310 2.308 -0.0400
C 1.444 -0.650 2.988 -0.0007
C 2.799 -0.709 2.309 0.0059
C 2.803 -1.469 0.995 0.0048
N 2.021 -0.777 -0.067 -0.0576
H 0.861 1.256 2.494 0.0039
H -0.385 0.295 2.768 0.0056
H 0.971 -1.633 2.967 -0.0043
H 1.547 -0.364 4.034 0.0001
H 3.499 -1.204 2.984 0.0002
H 3.200 0.302 2.173 0.0001
H 2.358 -2.456 1.128 -0.0042
H 3.824 -1.622 0.645 -0.0012
H 1.818 -1.436 -0.818 0.0071
H 2.607 -0.082 -0.531 0.0047
Br -7.117 -9.085 -5.480 0.0004
C -6.069 -7.718 -4.720 0.0028
C -6.290 -7.339 -3.405 -0.0016
C -5.508 -6.336 -2.860 0.0022
C -4.523 -5.722 -3.626 0.0004
C -4.306 -6.108 -4.948 0.0020
C -5.082 -7.110 -5.493 -0.0014
N -3.781 -4.712 -2.962 0.0089
N -2.967 -4.097 -3.669 -0.0077
C -2.213 -3.078 -3.022 0.0148
C -1.622 -2.198 -3.901 -0.0135
C -0.855 -1.095 -3.495 0.0229
C -0.656 -0.879 -2.155 -0.0016
O 0.066 0.130 -1.644 0.0015
C -1.221 -1.793 -1.228 0.0170
N -0.943 -1.526 0.091 -0.0956
C -1.403 -2.325 1.039 0.0314
C -2.152 -3.460 0.735 -0.0051
C -2.443 -3.750 -0.577 0.0211
C -2.002 -2.904 -1.620 -0.0012
H -7.061 -7.821 -2.821 -0.0001
H -5.658 -6.016 -1.837 0.0000
H -3.536 -5.632 -5.538 0.0000
H -4.929 -7.430 -6.513 -0.0001
H -1.781 -2.376 -4.956 -0.0001
H -0.426 -0.424 -4.227 0.0002
H -1.169 -2.069 2.065 -0.0074
H -2.490 -4.104 1.534 0.0001
H -3.021 -4.624 -0.828 0.0031
C -1.896 5.911 0.578 0.0013
C -1.860 4.928 -0.579 -0.0022
N -2.145 3.540 -0.169 0.0114
C -3.554 3.198 0.085 0.0017
C -3.919 3.143 1.562 0.0014
C -1.198 2.639 0.024 -0.0334
C 0.244 3.012 -0.208 0.0406
N -1.406 1.402 0.426 -0.0625
H -1.641 6.907 0.218 -0.0002
H -1.181 5.640 1.356 0.0001
H -2.887 5.967 1.028 0.0002
H -0.900 4.957 -1.088 0.0009
H -2.604 5.185 -1.332 -0.0006
H -3.777 2.255 -0.423 -0.0020
H -4.149 3.953 -0.426 0.0001
H -3.348 2.390 2.104 -0.0002
H -4.975 2.896 1.667 -0.0005
H -3.750 4.103 2.046 0.0001
H 0.423 3.386 -1.214 0.0031
H 0.923 2.145 -0.119 -0.0325
H 0.587 3.752 0.515 0.0011
H -2.374 1.139 0.553 0.0167
```

expectation value of S²: 3.781
2S+1: 4
E_LUMO (spin up / spin down): -6.66 / -6.31 eV
charge: +2

Q: Which of them is the most stable? A: run P.

Run P
Formula: C3H6N2O3
Source: OMol25
Level of theory: ωB97M-V with the def2-TZVPD basis set

```
14
Properties=species:S:1:pos:R:3:lowdin_charge:R:1
H 1.457 1.668 -0.519 0.0250
N 0.817 2.187 0.041 0.1423
C -0.362 1.685 0.171 -0.1239
N -0.757 0.260 -0.083 -0.0957
O -2.146 0.293 -0.249 -0.0473
C -0.276 -0.894 0.284 -0.3941
O -0.998 -1.852 -0.061 0.0258
C 1.282 -0.938 0.524 -0.1194
O 2.243 -0.480 -0.471 -0.0871
H -1.204 2.110 0.764 0.1332
H -2.301 -0.800 -0.407 0.1864
H 1.546 -0.264 1.389 0.1396
H 1.439 -1.889 0.856 0.0794
H 1.981 -0.751 -1.410 0.1359
```

2S+1: 1
E_LUMO: 0.33 eV
SMILES: [H]/N=C\N(O)C(=O)CO
charge: 0

Run Q
Formula: C3H6N2O3
Source: OMol25
Level of theory: ωB97M-V with the def2-TZVPD basis set

```
14
Properties=species:S:1:pos:R:3:lowdin_charge:R:1
N -2.385 0.344 0.030 0.1507
C -1.062 0.487 0.340 -0.5307
O -0.553 1.532 0.663 0.0859
C -0.292 -0.823 0.246 -0.1256
N 1.129 -0.783 0.532 0.0819
C 1.969 0.083 -0.142 -0.6139
O 3.102 0.304 0.205 0.0913
O 1.433 0.578 -1.272 0.1142
H -2.666 -0.392 -0.597 0.0972
H -2.993 1.147 -0.018 0.1094
H -0.464 -1.228 -0.757 0.1278
H -0.666 -1.615 0.896 0.1300
H 1.302 -0.754 1.523 0.1446
H 2.147 1.119 -1.649 0.1371
```

2S+1: 1
E_LUMO: 0.61 eV
SMILES: NC(=O)CNC(=O)O
charge: 0

Run R
Formula: C3H6N2O3
Source: OMol25
Level of theory: ωB97M-V with the def2-TZVPD basis set

```
14
Properties=species:S:1:pos:R:3:lowdin_charge:R:1
C 1.609 -1.353 0.058 -0.0137
C -0.720 0.043 -0.179 -0.5869
C 1.032 0.022 0.014 -0.2991
N -1.315 -0.421 0.969 0.1689
O -0.453 1.805 0.067 -0.2104
O -1.205 2.602 -0.796 -0.0224
N 1.475 1.143 -0.008 0.3070
O -1.069 -0.226 -1.308 0.0690
H -1.119 2.133 -1.649 0.0968
H -2.243 -0.802 0.843 0.1156
H -1.178 0.138 1.798 0.1092
H 1.272 -1.888 -0.832 0.0954
H 2.696 -1.325 0.089 0.0833
H 1.217 -1.871 0.933 0.0875
```

2S+1: 1
E_LUMO (spin up / spin down): -1.24 / -1.24 eV
charge: 0

Run S
Formula: C3H6N2O3
Source: OMol25
Level of theory: ωB97M-V with the def2-TZVPD basis set

```
14
Properties=species:S:1:pos:R:3:lowdin_charge:R:1
H -2.626 0.790 -0.580 0.0944
N -1.839 1.449 -0.204 0.1536
C -0.915 0.620 0.018 -0.4126
C 0.459 0.915 0.534 -0.1059
O 1.514 0.765 -0.471 -0.0144
C 2.280 -0.282 -0.434 -0.4229
O 2.058 -1.216 0.234 0.0708
N -0.902 -0.855 -0.054 -0.0285
O -2.231 -1.454 -0.071 -0.0612
H 0.682 1.998 0.839 0.1572
H 0.645 0.273 1.460 0.1426
H 3.387 -0.180 -0.919 0.1906
H -0.254 -1.271 0.689 0.1375
H -2.258 -1.552 -1.041 0.0989
```

2S+1: 1
E_LUMO: 0.72 eV
SMILES: [H]/N=C(/COC=O)NO
charge: 0

Q: Which of them is the most stable? A: run Q.

Run P
Formula: C3H6N2O3
Source: OMol25
Level of theory: ωB97M-V with the def2-TZVPD basis set

```
14
Properties=species:S:1:pos:R:3:lowdin_charge:R:1
O -1.923 -0.964 -0.167 0.0510
C -1.037 -1.203 -0.949 -0.3454
N 0.252 -1.492 -0.587 -0.0365
O 0.502 -1.312 0.705 -0.1019
C 0.946 0.056 1.030 -0.1298
C -0.069 1.124 1.184 -0.1133
N -0.565 1.861 0.216 0.0275
O 0.102 1.582 -0.982 -0.0736
H -1.165 -1.240 -2.055 0.1361
H 0.691 -2.292 -1.072 0.1645
H 1.545 -0.134 1.902 0.1188
H 1.619 0.449 0.287 0.1116
H -0.576 1.423 2.095 0.1117
H -0.321 2.143 -1.608 0.0792
```

2S+1: 1
E_LUMO: 0.79 eV
SMILES: O=CNOC/C=N\O
charge: 0

Run Q
Formula: C3H6N2O3
Source: OMol25
Level of theory: ωB97M-V with the def2-TZVPD basis set

```
14
Properties=species:S:1:pos:R:3:lowdin_charge:R:1
C 0.862 -1.955 0.291 -0.0341
O 0.434 -0.802 -0.472 -0.1759
N -0.368 0.200 0.104 0.0099
C -2.057 -0.195 0.123 -0.0522
O -2.452 -1.265 -0.210 0.1062
C -0.103 1.532 0.003 -0.6705
N 1.107 1.783 -0.526 0.1831
O -0.917 2.261 0.485 0.0642
H 0.044 -2.601 0.548 0.0794
H 1.189 -1.500 1.201 0.0742
H 1.754 -2.266 -0.206 0.0850
H -2.555 0.725 0.222 0.1029
H 1.757 1.285 -1.091 0.0993
H 1.303 2.798 -0.475 0.1285
```

2S+1: 1
E_LUMO: 0.82 eV
SMILES: CON(C=O)C(N)=O
charge: 0

Q: Which of them is the most stable? A: run Q.

Run P
Formula: H16O8
Source: OMol25
Level of theory: ωB97M-V with the def2-TZVPD basis set

```
24
Properties=species:S:1:pos:R:3:lowdin_charge:R:1
O -2.612 -2.302 0.550 0.0086
H -3.356 -2.627 0.068 0.0415
H -2.165 -3.066 0.812 0.0231
O -1.834 -0.386 -1.718 -0.0536
H -1.147 -1.020 -2.220 0.1472
H -2.207 -0.925 -1.080 -0.0315
O -1.771 2.342 -1.353 -0.0158
H -0.992 2.347 -1.956 0.0624
H -1.844 1.558 -0.979 -0.1029
O 2.343 1.346 2.886 -0.1148
H 2.542 1.263 1.880 0.0308
H 1.559 1.895 3.050 0.0211
O -1.057 -0.129 2.857 -0.0457
H -0.687 0.793 2.826 0.0535
H -0.884 -0.367 2.007 -0.0860
O -0.148 0.174 0.214 -0.0783
H 0.776 0.175 -0.257 0.0632
H -0.702 -0.308 -0.397 -0.0378
O 2.912 1.019 0.087 -0.0159
H 2.746 0.240 -0.365 -0.0340
H 2.494 1.605 -0.576 0.0854
O 1.903 -0.936 -1.894 -0.0019
H 1.409 -1.741 -2.173 0.0889
H 2.713 -0.946 -2.268 -0.0077
```

2S+1: 1
E_LUMO: -0.59 eV
SMILES: O.O.O.O.O.O.O.O
charge: 0

Run Q
Formula: H16O8
Source: OMol25
Level of theory: ωB97M-V with the def2-TZVPD basis set

```
24
Properties=species:S:1:pos:R:3:lowdin_charge:R:1
O -8.513 11.150 -0.372 -0.0708
H -9.400 11.546 -0.402 -0.0227
H -8.661 10.238 -0.101 0.0271
O -7.110 10.291 -5.985 -0.0517
H -7.518 11.011 -5.485 0.0097
H -7.587 10.272 -6.820 0.0064
O -9.924 10.085 -7.319 -0.0383
H -10.884 10.081 -7.303 0.0262
H -9.695 11.010 -7.475 0.0455
O -9.520 11.374 -4.013 -0.0512
H -9.845 10.698 -4.624 0.0190
H -9.792 11.059 -3.142 0.0040
O -11.900 8.653 -5.057 -0.0418
H -12.146 9.064 -5.889 0.0209
H -12.713 8.660 -4.537 0.0464
O -11.125 12.345 -0.510 -0.0450
H -11.729 12.915 -0.021 0.0593
H -10.903 12.852 -1.305 0.0631
O -8.658 14.238 -5.079 -0.0585
H -8.751 13.332 -5.392 -0.0024
H -8.768 14.794 -5.859 0.0316
O -10.502 9.309 -1.929 -0.0482
H -11.249 9.921 -1.893 0.0343
H -10.737 8.662 -2.607 0.0370
```

2S+1: 1
E_LUMO: -0.22 eV
SMILES: O.O.O.O.O.O.O.O
charge: 0

Q: Which of them is the most stable? A: run Q.